# 1
Computed, not measured: 2 unconnected molecules or ions with the total composition C3H10N2 in a non-equilibrium geometry, with wB97M-V/def2-TZVPD.

## Properties
Relative energy (zero: lowest compared OMol25 entry of this formula, charge and spin), kJ/mol: 198.38
HOMO energy, eV: -7.0
Energy, eV: -6251.37228

Positions of all 15 atoms, in Å:
C (-0.428, -1.549, 0.041)
C (0.154, -0.250, 0.532)
C (-0.529, 0.961, 0.529)
N (-1.631, 1.214, -0.290)
H (-1.497, -1.635, 0.254)
H (0.076, -2.408, 0.494)
H (-0.305, -1.614, -1.044)
H (0.859, -0.377, 1.353)
H (-0.387, 1.650, 1.362)
H (-2.055, 2.121, -0.117)
H (-2.354, 0.498, -0.282)
N (2.085, 0.360, -0.750)
H (2.083, -0.606, -1.072)
H (2.618, 0.644, 0.073)
H (1.308, 0.992, -1.081)



# 2
Computed, not measured: 2 unconnected molecules or ions with the total composition C3H10N2O in a non-equilibrium geometry, with wB97M-V/def2-TZVPD.

## Properties
Spin multiplicity: 2
Relative energy (zero: lowest compared OMol25 entry of this formula, charge and spin), kJ/mol: 179.72
HOMO energy (spin up / spin down), eV: 1.3 / -3.0
Expectation value of S²: 0.753
Total charge: -1
Energy, eV: -8297.80107

Positions of all 16 atoms, in Å:
O (1.166, -2.082, 0.149)
C (0.652, -1.707, 1.220)
C (-0.840, -1.608, 1.395)
H (1.361, -1.792, 2.082)
H (-1.337, -2.538, 1.043)
H (-1.143, -1.248, 2.418)
H (-1.395, -0.760, 0.897)
N (-0.070, 1.830, -1.982)
C (0.452, 0.808, -1.075)
N (0.183, 1.083, 0.348)
H (-0.964, 1.545, -2.398)
H (0.486, 2.575, -2.514)
H (1.424, 0.543, -1.351)
H (-0.216, -0.029, -1.304)
H (-0.647, 1.567, 0.338)
H (0.886, 1.812, 0.734)



# 3
Computed, not measured: a molecular structure, C3H10N2O in a non-equilibrium geometry, with wB97M-V/def2-TZVPD.

## Properties
Relative energy (zero: lowest compared OMol25 entry of this formula, charge and spin), kJ/mol: 931.99
HOMO energy, eV: -7.5
Energy, eV: -8291.84467

Positions of all 16 atoms, in Å:
N (-0.332, 2.333, 0.479)
C (1.259, 0.041, -0.458)
C (0.056, -0.382, -1.086)
O (-0.969, 0.479, -1.208)
C (0.983, 0.037, 0.922)
N (-0.531, -2.381, 0.452)
H (0.360, 3.072, 0.430)
H (-1.222, 2.679, 0.853)
H (2.105, 0.546, -0.913)
H (0.238, -0.736, -2.099)
H (-0.311, -1.463, -0.201)
H (-0.912, 1.226, -0.446)
H (1.160, -0.832, 1.561)
H (0.120, 0.696, 1.187)
H (-0.521, -3.117, -0.248)
H (-1.483, -2.198, 0.776)



# 4
Computed, not measured: 2 unconnected molecules or ions with the total composition C3H10N2O in a non-equilibrium geometry, with wB97M-V/def2-TZVPD.

## Properties
Relative energy (zero: lowest compared OMol25 entry of this formula, charge and spin), kJ/mol: 655.81
HOMO energy (spin up / spin down), eV: -9.1 / -8.0
Energy, eV: -8294.70701

Positions of all 16 atoms, in Å:
C (2.013, 0.387, 0.633)
N (1.323, -0.262, -0.475)
O (2.238, -0.989, -1.226)
H (3.147, -0.701, -1.033)
H (-0.303, -0.685, 0.370)
H (2.722, 1.139, 0.261)
H (2.568, -0.342, 1.241)
H (1.275, 0.877, 1.269)
C (-2.278, -0.403, -0.676)
C (-1.149, 0.116, 0.194)
N (-1.357, 0.885, 1.253)
H (-2.352, 1.103, 1.360)
H (-0.142, 0.468, -0.483)
H (-1.907, -1.104, -1.426)
H (-2.769, 0.424, -1.194)
H (-3.030, -0.914, -0.069)



# 5
Computed, not measured: 2 unconnected molecules or ions with the total composition C3H10N2O, with wB97M-V/def2-TZVPD.

## Properties
Relative energy (zero: lowest compared OMol25 entry of this formula, charge and spin), kJ/mol: 301.46
HOMO energy, eV: -8.1
Energy, eV: -8298.37959

Positions of all 16 atoms, in Å:
C (0.886, -0.150, 0.547)
C (-0.478, -0.230, 0.051)
C (-1.165, 1.079, -0.323)
N (1.612, 0.972, 0.560)
N (-1.263, -1.193, 0.810)
O (1.349, -1.187, -1.266)
H (1.692, -1.951, -1.747)
H (1.236, -0.947, 1.189)
H (-0.082, -0.787, -0.937)
H (1.370, 1.708, -0.086)
H (2.603, 0.887, 0.726)
H (-1.935, -1.663, 0.218)
H (-1.776, -0.749, 1.564)
H (-0.568, 1.654, -1.035)
H (-2.107, 0.857, -0.825)
H (-1.375, 1.699, 0.555)



# 6
Computed, not measured: 2 unconnected molecules or ions with the total composition C3H10N2O in a non-equilibrium geometry, with wB97M-V/def2-TZVPD.

## Properties
Relative energy (zero: lowest compared OMol25 entry of this formula, charge and spin), kJ/mol: 146.86
HOMO energy, eV: -8.9
Energy, eV: -8299.98195

Positions of all 16 atoms, in Å:
N (1.693, -1.476, -0.327)
C (0.972, -2.303, -1.130)
O (0.293, -1.991, -2.080)
H (1.652, -1.464, 0.687)
H (1.533, -0.480, -0.438)
H (1.272, -3.354, -0.957)
C (0.278, 1.707, 0.015)
N (-0.607, 0.555, -0.008)
C (-1.624, 0.582, 1.034)
H (0.272, 2.199, -0.958)
H (-0.107, 2.496, 0.682)
H (1.263, 1.517, 0.461)
H (-1.034, 0.357, -0.893)
H (-1.935, 1.575, 1.373)
H (-1.372, -0.056, 1.888)
H (-2.550, 0.134, 0.651)



# 7
Computed, not measured: 2 unconnected molecules or ions with the total composition C3H10N2O in a non-equilibrium geometry, with wB97M-V/def2-TZVPD.

## Properties
Relative energy (zero: lowest compared OMol25 entry of this formula, charge and spin), kJ/mol: 174.26
HOMO energy, eV: -8.5
Energy, eV: -8299.69791

Positions of all 16 atoms, in Å:
H (0.022, 1.690, 1.394)
N (0.460, 1.335, 0.551)
C (1.696, 1.034, 0.575)
N (2.393, 0.737, 1.702)
H (2.213, 0.880, -0.360)
H (1.885, 0.828, 2.566)
H (3.115, 0.041, 1.680)
C (-1.916, -0.995, -0.303)
C (-1.041, -0.847, -1.562)
O (-0.190, 0.258, -1.539)
H (-2.954, -1.149, -0.599)
H (-1.643, -1.884, 0.276)
H (-1.750, -0.188, 0.406)
H (-1.706, -0.735, -2.423)
H (-0.499, -1.788, -1.752)
H (-0.084, 0.785, -0.614)



# 8
Computed, not measured: 2 unconnected molecules or ions with the total composition C3H10N2O in a non-equilibrium geometry, with wB97M-V/def2-TZVPD.

## Properties
Relative energy (zero: lowest compared OMol25 entry of this formula, charge and spin), kJ/mol: 53.37
HOMO energy, eV: -9.3
Energy, eV: -8300.95095

Positions of all 16 atoms, in Å:
N (-0.183, 1.390, 1.541)
C (-1.449, 1.841, 1.578)
O (-2.118, 2.185, 0.623)
H (0.175, 1.290, 0.572)
H (0.250, 1.097, 2.400)
H (-1.920, 1.868, 2.581)
C (0.908, -1.862, -0.244)
C (0.069, -1.046, -1.235)
N (0.456, 0.362, -1.136)
H (0.914, -1.379, 0.727)
H (0.498, -2.869, -0.149)
H (1.886, -2.002, -0.699)
H (0.257, -1.411, -2.255)
H (-1.013, -1.064, -1.137)
H (1.388, 0.654, -1.432)
H (-0.118, 0.945, -1.736)